(1)
The following is a quantum chemistry calculation of a molecular structure, C6H14NO, from the Open Molecules 2025 dataset.

Each line ends with the natural charge from an NBO analysis.
Atoms and positions in Å:
O -3.087 -0.567 -0.143  -0.96
N 1.879 0.270 -0.745  -0.60
C -5.495 -0.391 0.200  -0.68
C 4.578 -0.183 -0.363  -0.02
C 3.794 -0.374 0.810  -0.63
C 0.867 -0.422 0.072  -0.44
C 3.028 0.865 0.115  -0.28
C -4.085 0.309 -0.238  0.00
H -5.272 -0.783 1.190  0.19
H -0.141 -0.201 -0.292  0.25
H -3.988 1.062 0.586  0.06
H -4.246 0.726 -1.258  0.07
H 5.193 0.703 -0.591  0.14
H -5.714 -1.207 -0.494  0.17
H 2.420 -0.485 -1.110  0.33
H 3.497 1.593 -0.581  0.20
H -6.396 0.250 0.262  0.15
H 0.980 -1.498 0.062  0.19
H 0.880 -0.030 1.095  0.18
H 2.453 1.394 0.886  0.29
H 4.511 -0.910 -1.177  0.18
H 4.345 -0.118 1.715  0.20

- Gap between HOMO and LUMO: 3.519 eV
- Net charge: -1
- HOMO level: -2.0 eV

***

(2)
The following is a quantum chemistry calculation of 2 unconnected molecules or ions with the total composition C6H14NO, from the Open Molecules 2025 dataset.

Each line ends with the natural charge from an NBO analysis.
Atoms and positions in Å:
O 3.949 -0.532 -0.225  -0.95
N -3.420 0.355 -0.680  -0.55
C 3.967 0.754 -0.588  -0.19
C -1.074 -0.080 0.297  -0.08
C 0.336 0.196 -0.052  -0.49
C 1.350 -0.282 1.003  -0.64
C -2.069 0.151 -0.721  -0.22
C -4.005 -0.578 0.266  -0.45
H 4.859 0.995 -1.235  0.11
H 0.578 -0.324 -0.953  0.24
H -1.627 0.962 -1.383  0.21
H 1.137 -1.365 1.079  0.18
H 3.910 1.505 0.293  0.06
H 2.314 -0.216 0.484  0.32
H -5.185 -0.382 0.342  0.20
H -3.535 -0.490 1.289  0.15
H -1.292 -0.868 1.142  0.22
H 2.977 1.138 -1.126  0.04
H 0.614 1.265 -0.311  0.23
H -1.518 -0.931 -0.858  0.31
H -3.566 -1.640 0.029  0.16
H 1.299 0.367 1.908  0.18

- Gap between HOMO and LUMO: 5.270 eV
- Net charge: -1
- HOMO level: -2.7 eV

***

(3)
The following is a quantum chemistry calculation of a molecular structure, C6H14NO, from the Open Molecules 2025 dataset.

Each line ends with the natural charge from an NBO analysis.
Atoms and positions in Å:
O 2.055 -2.068 -1.197  -0.24
N 1.668 1.105 1.266  -0.82
C 1.282 -0.129 0.161  -0.23
C -2.548 0.392 0.898  -0.61
C -1.145 -0.228 1.052  -0.41
C -0.684 -0.093 -1.494  -0.61
C -0.193 0.220 -0.046  -0.21
C 2.200 -0.736 -0.966  -0.15
H -1.550 0.524 -1.670  0.21
H 1.910 0.999 0.152  0.39
H 0.024 0.276 -2.256  0.19
H -2.535 1.444 1.201  0.21
H -2.976 0.130 -0.083  0.20
H 3.240 -0.426 -0.765  0.20
H 1.911 -0.222 -1.883  0.24
H 2.342 0.708 1.904  0.34
H -0.898 -1.113 -1.701  0.21
H -3.269 -0.099 1.603  0.21
H -0.718 0.239 1.940  0.23
H 1.351 -0.951 0.899  0.24
H -0.216 1.324 -0.093  0.21
H -1.252 -1.296 1.078  0.20

- Multiplicity: 2
- Gap between HOMO and LUMO (spin up / spin down): 10.324 / 7.440 eV
- HOMO level (spin up / spin down): -9.4 / -9.4 eV